[1]
Density functional theory data (ωB97M-V with the def2-TZVPD basis set) for C52H34MgN13 as an isolated structure.

Each line ends with the Mulliken charge.
Atoms and positions in Å:
1 C 5.11 3.67 0.16  -0.093
2 H -1.03 4.34 -2.96  0.423
3 H -3.95 0.65 -1.59  0.424
4 H -1.38 -7.17 1.70  0.405
5 C 1.24 -2.42 -2.50  -0.272
6 C -4.98 -3.96 0.11  -1.400
7 C 3.86 -0.55 0.02  -0.199
8 C -3.95 -2.87 0.18  -0.205
9 H -1.48 4.74 3.18  0.537
10 C -1.20 -1.87 1.54  0.058
11 C -3.85 2.63 -2.37  -1.238
12 H 0.86 4.40 -2.12  0.381
13 H -3.13 5.84 -3.05  0.359
14 N -0.43 1.00 1.52  -0.317
15 C 4.85 -1.64 -0.11  -0.097
16 C -2.30 1.45 2.76  0.228
17 N 0.99 1.15 -2.13  -0.257
18 H 2.25 -2.06 -2.63  0.471
19 H -4.81 -4.69 0.90  0.240
20 C 6.21 -1.64 -0.36  0.006
21 H 6.74 -0.71 -0.53  0.569
22 N -0.76 -2.48 -1.77  0.278
23 C -1.88 -2.12 -0.97  -1.558
24 H 5.95 3.07 -0.18  0.527
25 C -3.30 1.48 -1.84  -1.387
26 H 3.34 3.41 -2.66  0.463
27 C -1.10 2.42 -2.04  0.659
28 H -4.90 -4.49 -0.85  0.323
29 H -5.19 -1.27 0.79  0.454
30 C -1.68 3.55 -2.61  -0.491
31 N 0.57 3.22 1.60  -0.471
32 C 0.58 -3.05 1.01  -1.557
33 H 2.98 0.70 -2.55  0.557
34 H -5.98 -3.55 0.21  0.450
35 N 0.06 -1.75 1.27  -0.506
36 H -2.40 -4.19 -0.54  1.786
37 N 4.25 0.70 -0.02  -0.516
38 C -2.51 -3.19 -0.11  -0.042
39 H -3.41 0.37 0.61  2.049
40 H -4.07 0.47 3.52  0.492
41 C -3.05 3.70 -2.75  0.258
42 C -2.14 -0.82 -0.68  -0.826
43 H 0.52 -5.92 0.70  0.506
44 C -0.36 -5.41 1.09  -1.020
45 C -1.69 -3.28 1.34  2.567
46 C -4.20 -1.62 0.53  -2.724
47 C -3.51 1.40 3.45  -0.172
48 C 4.16 -2.82 0.13  -0.080
49 N 0.40 -1.78 -1.71  0.239
50 H 4.26 6.87 0.94  0.391
51 N 2.11 1.63 0.64  -0.909
52 C -0.64 -3.55 -2.59  -0.091
53 N 2.62 -1.06 0.23  -0.145
54 C 2.76 -2.43 0.39  -0.132
55 H -3.63 4.66 4.41  0.382
56 H -3.07 -5.91 3.04  0.457
57 N 1.88 -3.33 0.70  -0.473
58 C 2.91 5.21 1.07  -0.425
59 Mg 0.72 -0.02 -0.04  4.416
60 C 4.14 5.80 0.80  -0.574
61 C 5.23 5.04 0.35  -0.743
62 H 4.25 -4.95 0.33  0.567
63 H -3.26 -3.47 2.91  0.387
64 C 1.18 3.38 -2.23  -0.272
65 C -2.41 -5.35 2.39  -0.515
66 H 1.07 -4.26 -3.77  0.441
67 C -3.24 3.77 3.93  -0.688
68 H 2.07 5.79 1.42  0.521
69 C 0.64 -3.55 -3.09  -1.423
70 C 2.42 2.87 -2.50  -1.105
71 C 2.79 3.84 0.87  0.288
72 H -4.91 2.56 4.57  0.392
73 C 4.80 -4.04 0.13  -0.009
74 C -3.06 -0.65 0.52  0.072
75 C -3.63 4.94 -3.40  -1.596
76 C -3.98 2.56 4.03  -0.816
77 H 6.70 -5.00 -0.15  0.392
78 N 0.34 2.34 -2.02  0.221
79 H -1.47 -4.22 -2.76  0.506
80 C -1.56 2.65 2.65  -0.021
81 C 6.17 -4.06 -0.13  -0.704
82 H 6.17 5.53 0.16  0.397
83 C 2.24 1.47 -2.44  -0.517
84 C -1.91 1.33 -1.61  1.169
85 H 7.93 -2.91 -0.57  0.389
86 C 6.86 -2.87 -0.37  -0.683
87 C 3.40 1.71 0.32  -0.239
88 C -0.39 2.34 1.89  -0.748
89 C -2.52 -4.01 2.33  -1.070
90 N -1.35 0.21 -1.10  0.320
91 H -3.52 4.90 -4.49  0.284
92 H -4.92 2.69 -2.51  0.328
93 C -0.40 -3.98 1.10  0.939
94 C -1.38 -6.08 1.66  -0.865
95 N -2.07 -0.80 1.72  0.507
96 C 1.70 2.90 1.03  -0.398
97 C 3.88 3.08 0.42  0.193
98 C -1.54 0.49 2.03  -0.263
99 C -2.04 3.82 3.26  -0.197
100 H -4.69 5.03 -3.18  0.384

Calculated values
E_LUMO (alpha / beta), eV: 1.5 / 1.5
Total charge: -1
DFT total energy, a.u.: -2914.11887
Relative energy (zero: lowest compared OMol25 entry of this formula, charge and spin), kcal per mole: 0.0
Orbital gap (alpha / beta), eV: 4.90 / 4.89

***

[2]
Density functional theory data (ωB97M-V with the def2-TZVPD basis set) for C52H35Cl3CsN8O4P as an isolated structure.

Each line ends with the Mulliken charge.
Atoms and positions in Å:
1 C -1.70 7.69 1.71  -0.497
2 C -1.44 2.62 -3.40  -0.679
3 H -1.70 5.81 -1.63  0.309
4 H -1.72 8.25 2.64  0.315
5 P -0.98 3.81 0.58  0.368
6 C 0.79 3.78 0.26  0.230
7 C -2.79 2.83 -3.65  -0.536
8 C 0.10 -4.31 3.54  0.400
9 C 1.48 -0.95 5.18  -0.049
10 C 1.22 -5.19 3.29  0.654
11 C 0.37 -4.85 5.94  -0.170
12 C -2.00 8.38 0.55  -0.556
13 H 1.58 -0.83 -5.58  0.345
14 Cl -5.06 0.58 3.73  -0.143
15 N 2.69 -5.09 -0.03  -0.613
16 C 1.16 -1.19 -3.44  -0.098
17 C -3.28 -1.30 -1.93  1.337
18 H -5.19 -1.51 -0.99  0.392
19 H 3.27 1.51 0.42  0.349
20 H 4.91 -2.88 -4.86  0.435
21 C -1.39 6.32 1.71  -0.473
22 C 1.79 -5.87 4.38  -0.530
23 C -3.44 1.11 1.55  0.118
24 H -4.66 3.37 -2.66  0.469
25 H -3.70 3.87 -0.55  0.350
26 H -2.24 9.40 0.56  0.445
27 H 0.06 -4.69 6.97  0.299
28 N -1.41 -2.46 -0.82  -0.361
29 C 1.86 1.69 4.48  -0.616
30 C 2.32 2.32 6.86  0.036
31 H -2.23 8.17 -1.58  0.375
32 C -1.68 3.36 -1.10  -0.027
33 C -1.48 -0.76 -4.08  0.458
34 H 2.53 -6.58 4.22  0.431
35 H 1.87 2.71 4.18  0.556
36 H -0.75 2.13 -4.14  0.396
37 H 3.25 -6.65 -2.07  0.458
38 H 0.16 2.74 -2.02  0.166
39 H 1.78 -0.37 7.19  0.455
40 H -4.25 -2.88 0.92  0.457
41 C -3.07 3.52 -1.37  -0.304
42 C -2.26 -2.93 0.05  -0.495
43 C 1.72 -0.01 6.18  -0.722
44 C 1.49 4.75 -0.47  0.066
45 H -3.18 2.69 -4.67  0.447
46 H 4.01 -6.99 -4.38  0.333
47 C 1.42 2.60 0.61  -0.307
48 H -1.13 -3.65 5.15  0.384
49 C 3.57 -4.54 -2.20  0.301
50 C 2.74 4.52 -1.02  -0.715
51 N 2.59 3.13 7.65  -0.535
52 Cs 1.08 -1.52 0.85  1.327
53 C 2.99 -4.10 -0.86  0.057
54 H 1.03 5.76 -0.52  0.221
55 C 2.67 2.36 0.06  -0.551
56 C 4.06 -5.99 -3.99  -0.357
57 C -4.16 -1.79 -0.90  -0.721
58 C -1.93 -1.72 -1.85  -0.115
59 H 4.32 3.06 -1.21  0.247
60 H 2.03 -6.04 6.51  0.455
61 C 1.49 0.71 3.57  -0.110
62 H 4.84 -5.23 -5.85  0.322
63 C 1.85 -5.44 1.97  -0.835
64 C 4.55 -3.69 -4.29  -0.523
65 C 0.80 -0.92 -4.80  -0.761
66 C -0.99 -1.28 -2.88  0.139
67 C -3.34 0.70 2.97  0.320
68 N 2.02 -4.58 1.08  0.236
69 N -3.45 0.15 -5.37  1.156
70 Cl -2.46 2.08 3.83  -0.072
71 C 1.50 -5.62 5.70  -0.941
72 C 3.61 -5.85 -2.70  -0.468
73 H -1.80 -3.51 0.86  0.686
74 O -2.77 0.71 -6.19  -0.622
75 C -3.71 -0.61 -3.09  -1.095
76 C -0.52 -0.63 -5.10  -0.639
77 C -1.36 5.61 0.52  -0.219
78 Cl -2.54 -0.93 3.22  0.045
79 H 2.28 -1.29 -3.14  0.296
80 H 1.23 1.04 2.59  0.090
81 C 3.30 3.27 -0.77  -0.423
82 C -2.05 7.69 -0.64  -0.726
83 C -3.61 3.26 -2.57  -0.668
84 C 4.12 -3.51 -2.98  -0.409
85 N -3.96 1.28 0.57  -0.343
86 C -1.69 6.32 -0.67  0.268
87 H 1.30 -2.00 5.50  0.153
88 H -0.80 -0.27 -6.10  0.410
89 O -0.53 -3.61 2.69  -0.612
90 N 0.29 -1.45 -2.52  -0.191
91 H 3.28 5.43 -1.43  0.263
92 O -4.65 0.03 -5.56  -0.684
93 C 4.51 -4.96 -4.83  -0.506
94 C 2.03 1.29 5.84  0.458
95 H 4.14 -2.50 -2.56  0.445
96 C -0.91 2.89 -2.15  0.232
97 C -2.87 -0.47 -4.16  0.181
98 O 2.98 -2.84 -0.69  -0.775
99 N 1.33 -0.58 3.92  0.100
100 C -3.61 -2.59 0.09  -0.732
101 H -1.06 5.79 2.57  0.460
102 H 2.21 -6.47 1.86  0.271
103 H -4.74 -0.38 -3.17  0.481
104 C -0.29 -4.24 4.95  -0.930

Calculated values
E_LUMO, eV: 2.7
Total charge: -2
DFT total energy, a.u.: -4483.47702
Relative energy (zero: lowest compared OMol25 entry of this formula, charge and spin), kcal per mole: 67.1
Orbital gap, eV: 4.54

***

[3]
Density functional theory data (ωB97M-V with the def2-TZVPD basis set) for C52H36N4O2TaTe as an isolated structure.

Each line ends with the Mulliken charge.
Atoms and positions in Å:
1 C -1.06 1.09 -2.48  0.566
2 C 0.73 1.12 -3.84  -1.425
3 H -6.23 1.48 -5.75  0.450
4 C -2.86 0.69 1.51  0.458
5 Te -0.14 -1.94 0.05  0.582
6 H -4.52 2.70 6.45  0.445
7 C 3.53 0.97 -3.07  0.626
8 C 5.44 -0.38 4.94  -0.878
9 C 0.18 -4.09 0.20  -1.011
10 C 0.04 -6.00 -1.40  -0.818
11 N 0.04 0.99 -1.68  0.215
12 C -2.86 0.84 -0.70  0.299
13 H 6.32 1.18 -5.75  0.452
14 H -1.41 -1.91 -2.35  0.296
15 H -1.29 0.70 5.52  0.642
16 H -2.73 3.02 -3.83  0.576
17 H 4.66 3.01 -5.54  0.448
18 C 4.30 0.68 -0.28  -1.599
19 C 4.59 1.71 5.77  -0.928
20 H -0.71 -3.65 -4.37  0.479
21 H 2.88 2.50 4.75  0.597
22 H -5.08 0.74 1.73  0.676
23 O 0.05 2.76 0.51  0.530
24 C -5.41 0.26 -4.18  -0.915
25 H 6.16 -0.81 -4.28  0.446
26 C -1.07 0.75 3.30  0.461
27 H 6.15 -1.20 5.02  0.436
28 H -0.53 -4.48 0.92  0.513
29 C -0.64 1.15 -3.84  -1.333
30 N 2.13 0.68 0.40  0.572
31 C 3.59 2.06 -3.96  -0.381
32 C -3.45 1.13 -3.07  0.585
33 C -5.44 1.38 -5.01  -0.477
34 H -1.28 1.18 -4.70  0.721
35 C -4.47 1.86 5.77  -0.946
36 H 4.41 -0.93 -2.56  0.583
37 C -0.42 -2.29 -2.06  -0.232
38 C -3.47 1.79 4.82  -0.418
39 H 2.89 2.88 -3.85  0.579
40 C 2.94 0.60 1.51  0.317
41 H -4.49 3.24 -5.52  0.454
42 O 0.05 4.05 0.54  -0.708
43 C -4.45 0.15 -3.20  -0.509
44 C -5.40 -0.21 4.95  -0.886
45 N 0.04 0.72 2.49  0.480
46 H -4.41 -0.73 -2.57  0.519
47 C -5.43 0.85 5.85  -0.487
48 C 5.53 1.12 -5.01  -0.482
49 H -0.08 -7.59 -2.83  0.424
50 C 4.48 -0.39 3.96  -0.437
51 C 1.15 1.03 -2.49  0.262
52 C -2.42 0.72 2.86  1.564
53 C 2.50 0.64 2.86  1.495
54 C -0.41 -5.67 -3.74  -0.671
55 H -2.75 2.59 4.75  0.596
56 C 4.30 0.60 1.09  -1.238
57 C -0.04 -4.63 -1.19  0.558
58 H -6.13 -1.01 5.02  0.438
59 C -4.44 -0.25 3.95  -0.393
60 H 6.28 0.68 6.61  0.450
61 C -2.42 1.02 -2.05  1.155
62 C -4.47 2.36 -4.88  -0.973
63 C -0.14 -6.52 -2.67  -0.635
64 C 4.49 -0.05 -3.19  -0.474
65 H 0.33 -1.76 -2.63  0.261
66 C 2.50 0.91 -2.05  1.398
67 H 4.66 2.55 6.45  0.445
68 H 5.16 0.75 -0.92  0.653
69 H -0.55 -6.08 -4.73  0.438
70 N -2.05 0.75 0.40  0.711
71 H 1.37 0.66 5.52  0.670
72 H 1.19 -4.29 0.56  0.489
73 H 5.16 0.57 1.73  0.662
74 C 1.15 0.72 3.31  0.601
75 C -0.32 -3.78 -2.26  0.354
76 C -4.22 0.84 -0.28  -1.670
77 C 0.72 0.71 4.66  -1.358
78 H -6.19 0.88 6.61  0.451
79 Ta 0.05 1.04 0.43  -1.484
80 C 5.46 0.01 -4.17  -0.891
81 C -0.65 0.73 4.66  -1.628
82 C -0.50 -4.31 -3.54  -0.647
83 C -3.45 0.74 3.89  0.210
84 C 4.60 2.14 -4.90  -0.971
85 H 1.37 1.12 -4.70  0.694
86 H 4.42 -1.23 3.27  0.588
87 H 0.25 -6.66 -0.57  0.483
88 C 3.53 0.63 3.89  0.257
89 H -5.08 0.94 -0.91  0.684
90 C 3.59 1.68 4.82  -0.456
91 C -3.46 2.24 -3.94  -0.279
92 C -4.22 0.74 1.09  -1.280
93 C 5.51 0.67 5.85  -0.494
94 C 2.94 0.73 -0.70  0.368
95 H -4.41 -1.09 3.27  0.598
96 H -6.15 -0.52 -4.30  0.445

Calculated values
E_LUMO, eV: -11.5
Total charge: +3
DFT total energy, a.u.: -2696.70165
Relative energy (zero: lowest compared OMol25 entry of this formula, charge and spin), kcal per mole: 15.0
Orbital gap, eV: 3.75

***

[4]
Density functional theory data (ωB97M-V with the def2-TZVPD basis set) for C52H38N6S3Sr as an isolated structure.

Each line ends with the Mulliken charge.
Atoms and positions in Å:
1 H -5.22 -1.41 -0.09  0.201
2 Sr 0.10 -0.11 0.06  3.418
3 H -5.31 -1.70 -5.05  0.353
4 C 5.16 1.25 -2.96  0.052
5 C 1.75 -4.95 2.03  -0.043
6 H 5.27 -5.33 3.54  0.356
7 H 4.14 -3.55 0.00  0.482
8 C -1.80 0.95 4.72  -1.111
9 H -3.59 1.43 8.13  0.350
10 C -1.94 2.02 6.88  -0.862
11 N -2.04 -1.39 -5.76  -0.548
12 H 3.84 -7.31 3.24  0.346
13 H -3.79 6.00 -2.38  0.372
14 N 1.19 1.74 -0.98  -0.517
15 N 2.26 -0.83 -0.04  -0.685
16 C -3.30 -1.74 -5.87  0.003
17 C 3.66 -2.61 -0.22  -1.138
18 C 3.02 -0.67 -1.14  0.360
19 H 2.99 2.89 -3.51  0.427
20 H -2.44 8.07 -2.37  0.360
21 H 7.00 1.87 -3.86  0.359
22 H -4.99 -1.97 -1.74  0.157
23 C -2.79 5.99 -1.97  -0.900
24 C 2.20 1.58 -1.87  0.173
25 H 1.59 -7.07 2.27  0.382
26 C -0.23 5.97 -0.92  -0.043
27 C -3.09 1.30 7.17  -0.291
28 C -2.97 0.25 5.02  0.172
29 C -1.09 0.76 3.44  1.914
30 H -3.42 -4.82 -0.87  0.331
31 H -2.27 -0.12 -2.72  -0.193
32 C 2.62 -1.98 0.55  -0.417
33 C 3.81 -0.26 -4.24  0.224
34 C 6.11 1.26 -3.97  -0.855
35 C 1.33 3.61 -2.29  -1.352
36 H -2.37 4.64 1.30  0.439
37 C 3.48 -6.34 2.95  -0.329
38 C 4.01 0.47 -3.08  -0.866
39 H 4.47 -3.11 2.84  0.431
40 C -1.63 -0.71 -4.68  -0.029
41 H 4.64 -1.94 -2.06  0.434
42 C 0.67 -2.35 3.82  -1.370
43 H -2.69 3.15 3.51  0.445
44 C -0.41 3.51 -0.47  2.042
45 C -0.96 4.79 -0.95  -0.657
46 H 2.90 -0.83 -4.35  0.504
47 N -0.62 1.82 1.29  -0.224
48 H -5.04 -3.14 -0.43  0.451
49 C 4.76 -0.25 -5.24  -0.977
50 C 2.21 -6.20 2.41  -0.802
51 C -4.29 -1.40 -4.93  -0.830
52 C -2.07 2.94 2.66  -1.393
53 H 0.76 5.96 -0.49  0.480
54 C -1.24 1.77 2.49  -0.091
55 H -4.52 -0.12 6.45  0.367
56 H 5.31 1.84 -2.07  0.466
57 C -2.26 4.82 -1.47  0.016
58 C 0.65 2.96 -1.20  -0.204
59 C -2.38 -3.01 -0.28  0.310
60 H -2.83 3.91 -1.46  0.573
61 C 2.06 -2.49 1.73  1.955
62 N -2.57 -0.33 -3.72  0.256
63 C -3.61 0.43 6.23  -0.818
64 H 6.67 0.49 -5.89  0.351
65 H -3.37 -0.43 4.28  0.518
66 H -0.42 2.41 5.43  0.456
67 C 2.56 -3.82 2.17  -0.861
68 H -3.68 -4.35 0.82  0.350
69 S -0.06 -0.22 -4.51  -0.339
70 C 1.10 -1.87 2.53  -0.103
71 C -4.70 -2.15 -0.71  -1.480
72 H -0.18 8.06 -1.40  0.354
73 H -3.55 -2.29 -6.77  0.391
74 C -3.20 -1.97 -0.56  0.572
75 C -0.19 -1.42 4.32  -1.357
76 C -2.95 -4.39 0.01  -1.699
77 C -1.31 1.85 5.67  0.190
78 C -1.92 3.69 1.54  -1.339
79 C 3.92 -1.79 -1.27  -1.397
80 C 4.28 -5.22 3.11  -0.756
81 H 1.00 -3.26 4.29  0.450
82 C 5.92 0.49 -5.11  -0.272
83 N 0.49 -0.69 2.26  -0.441
84 H -4.51 -0.33 -3.06  0.725
85 S -2.71 -0.31 -0.76  -0.427
86 H 4.59 -0.84 -6.14  0.379
87 C -0.76 7.14 -1.42  -0.753
88 H 0.77 -4.82 1.59  0.499
89 C 3.83 -3.97 2.72  0.158
90 C 2.30 2.75 -2.70  -1.248
91 C -0.30 -0.39 3.31  0.281
92 H -1.54 2.71 7.62  0.347
93 H -2.14 -5.04 0.32  0.274
94 H 1.11 4.58 -2.69  0.431
95 C -0.98 2.98 0.69  -0.169
96 C 3.01 0.45 -1.98  1.778
97 S -0.66 -2.97 -0.23  -0.358
98 H -0.69 -1.43 5.27  0.426
99 C -2.03 7.16 -1.96  -0.330
100 C -3.86 -0.67 -3.85  -0.012

Calculated values
E_LUMO, eV: 3.9
Total charge: -2
DFT total energy, a.u.: -3558.32770
Orbital gap, eV: 4.40

***

> Number 3 is which compound?

C52H36N4O2TaTe